A cluster of 7 separate species, C32H68N4O22S in total in a non-equilibrium geometry, computed with the ωB97M-V functional and the def2-TZVPD basis.

Each line ends with the Löwdin charge.
Element x y z (Å)
S  0.5763  0.5532  1.7669  0.55
O  5.6522  0.5154  -2.8292  -0.01
O  -9.2756  0.7541  -3.4194  0.13
O  1.5630  -0.4549  1.9663  -0.23
O  5.5439  -1.4713  -2.0072  0.03
O  -0.7357  -4.3822  0.8226  0.00
O  5.9302  4.2484  6.2239  0.00
O  5.3717  -1.2164  -4.2486  0.13
O  3.4910  -2.9699  5.7492  0.12
O  -2.9744  2.1179  -4.1495  -0.03
O  1.1885  1.9393  1.4703  -0.15
O  -0.0743  0.3029  0.3267  -0.14
O  -3.5045  0.1321  -3.4987  0.01
O  -9.1367  -1.4861  -3.6929  0.04
O  3.8683  3.8575  7.0516  0.12
O  -3.5630  0.5992  -5.7118  0.14
O  -0.4616  0.6140  2.7353  -0.22
O  1.5299  -1.8469  5.8443  0.04
O  4.8635  2.5067  5.5352  0.04
O  -1.8804  -6.1826  0.4827  0.04
O  2.8511  -1.7621  7.5441  0.00
O  -7.4265  -0.4345  -2.9103  0.00
O  -2.0930  -4.4707  -0.9796  0.11
N  2.3514  5.8312  0.0549  0.00
N  -1.6833  2.6959  0.9887  0.11
N  -3.3196  2.2481  -0.6918  0.08
N  -1.8799  4.1901  -0.8223  0.09
C  -1.9681  2.7753  -0.4312  -0.64
C  2.6272  4.4293  -0.3173  -0.25
C  2.6935  -2.2699  6.3178  -0.62
C  5.4324  -2.8985  -2.1516  -0.21
C  -2.7998  -6.9620  -0.2997  -0.21
C  4.7898  3.5637  6.3363  -0.62
C  1.4113  2.1351  0.0156  -0.35
C  1.3342  3.6095  -0.3218  -0.10
C  -3.9081  -1.2288  -3.7563  -0.20
C  1.1827  -2.3188  4.5258  -0.21
C  -0.3221  -3.0806  0.3826  -0.03
C  4.0534  -2.1695  8.1996  -0.04
C  -2.1473  -7.5415  -1.5355  -0.07
C  2.7558  1.4550  -0.3267  -0.15
C  5.5172  -0.7764  -3.1390  -0.62
C  -1.6114  -4.9738  0.0045  -0.61
C  3.6937  1.6676  5.5070  -0.19
C  3.8296  1.4814  0.7687  -0.07
C  -8.6743  -0.2856  -3.3525  -0.61
C  0.2600  1.3075  -0.6294  -0.25
C  -2.7507  3.0618  -5.2023  -0.03
C  -6.7755  0.7870  -2.5511  -0.03
C  -10.4691  -1.5018  -4.2306  -0.21
C  -3.3601  0.9049  -4.5680  -0.62
C  0.7019  -3.7534  4.5432  -0.05
C  -2.7599  -2.0713  -4.2633  -0.06
C  5.9770  5.4441  7.0054  -0.04
C  -1.0002  1.8935  -1.2487  -0.06
C  2.5795  2.2713  4.6834  -0.05
C  6.7263  -3.5255  -2.6206  -0.06
C  -10.5102  -1.0257  -5.6659  -0.07
C  5.6934  1.3941  -3.9566  -0.04
H  -11.5197  -1.1312  -6.0632  0.08
H  3.7466  0.6192  1.4243  0.07
H  -4.7584  -1.2361  -4.4372  0.13
H  -1.8353  -6.7541  -2.2195  0.07
H  -3.6268  3.1442  -5.8406  0.10
H  6.6072  1.2374  -4.5268  0.10
H  2.0301  -2.1798  3.8581  0.11
H  2.5625  0.4061  -0.5597  0.12
H  1.7481  1.5684  4.6155  0.08
H  5.2614  6.1727  6.6281  0.10
H  -0.1329  -3.8649  5.2367  0.08
H  5.7662  5.2322  8.0510  0.10
H  3.1619  1.9034  -1.2342  0.12
H  2.2120  3.1957  5.1266  0.08
H  2.9301  2.4960  3.6749  0.07
H  4.9240  -1.9483  7.5862  0.09
H  0.2709  -2.6464  1.1828  0.07
H  -3.9652  2.7911  -0.1297  0.07
H  0.6268  4.0559  0.3820  0.11
H  -1.9246  1.7739  1.3325  0.07
H  3.7783  2.3694  1.3973  0.06
H  -7.3608  1.3485  -1.8267  0.10
H  -6.6033  1.3966  -3.4378  0.10
H  -1.8893  2.7664  -5.7991  0.10
H  6.9854  -3.1889  -3.6230  0.08
H  -0.7282  2.4339  -2.1560  0.12
H  -2.8502  -8.1917  -2.0562  0.08
H  -1.2013  4.3631  -1.5455  0.05
H  4.0230  -3.2350  8.4212  0.10
H  -1.2682  -8.1259  -1.2618  0.08
H  4.6052  -3.1304  -2.8219  0.12
H  3.3720  1.4542  6.5257  0.13
H  1.5851  5.8509  0.7170  0.05
H  -10.2192  0.0206  -5.7402  0.07
H  0.8746  3.7033  -1.3059  0.12
H  5.6828  2.4009  -3.5497  0.09
H  0.7410  0.8238  -1.4862  0.15
H  -1.1819  -2.4493  0.1763  0.09
H  7.5422  -3.2600  -1.9476  0.08
H  4.0955  -1.6014  9.1239  0.09
H  4.8230  1.4599  0.3190  0.08
H  0.3896  -1.6508  4.1993  0.11
H  -3.5695  2.4188  -1.6608  0.06
H  -4.2488  -1.6046  -2.7940  0.13
H  -2.4079  -1.7240  -5.2337  0.08
H  -10.7761  -2.5435  -4.1645  0.12
H  4.8291  1.2417  -4.5993  0.09
H  -3.0690  -3.1114  -4.3565  0.08
H  -2.5564  4.0124  -4.7142  0.09
H  3.0462  4.4329  -1.3261  0.11
H  -1.9266  -2.0225  -3.5608  0.08
H  -5.8202  0.5117  -2.1136  0.08
H  -9.8296  -1.6153  -6.2811  0.08
H  -2.2723  3.3519  1.4885  0.09
H  6.6270  -4.6105  -2.6367  0.08
H  3.1396  6.1999  0.5706  0.06
H  -11.1248  -0.9115  -3.5913  0.12
H  -1.6690  4.7790  -0.0313  0.07
H  4.0367  0.7371  5.0586  0.13
H  3.3819  3.9988  0.3348  0.09
H  6.9867  5.8289  6.9000  0.09
H  5.1741  -3.2518  -1.1558  0.12
H  -3.6685  -6.3538  -0.5502  0.12
H  0.2927  -3.1725  -0.5117  0.10
H  1.4957  -4.4307  4.8555  0.08
H  -3.1218  -7.7560  0.3706  0.12
H  0.3692  -4.0511  3.5483  0.07
H  -1.5735  1.0263  -1.5782  0.12

Atoms 1-3, force components in eV/Å:
S -0.6 -1.2 -0.1
O 0.0 0.1 0.0
O 0.0 0.1 0.0

Results
Strongest force on any atom: 1.41 eV/Å
HOMO energy: -9.4 eV
Lowest unoccupied orbital energy: 0.16 eV
Frontier orbital gap: 9.523 eV

***

A structure of composition C32H69AlBBrF5O15 in a non-equilibrium geometry, computed with the ωB97M-V functional and the def2-TZVPD basis.

Each line ends with the Löwdin charge.
Element x y z (Å)
Br  9.2221  -8.1897  -5.4859  0.48
Al  2.7182  -5.1323  -3.1804  0.36
F  0.4667  -6.7176  -4.1326  -0.05
F  -0.0358  -4.5802  -3.5082  -0.03
F  0.4357  -3.5452  -5.7293  0.07
F  2.2512  -4.7986  -6.2727  0.10
F  0.0919  -5.6634  -6.4624  0.06
O  1.7088  0.9372  -1.0901  -0.12
O  3.2928  -3.4104  -3.6186  -0.25
O  -4.3619  10.6327  0.4067  -0.21
O  4.2970  -5.8409  -3.9200  -0.22
O  -2.6309  3.7483  4.5475  -0.20
O  -2.5614  -9.5765  1.1042  -0.21
O  -1.2326  2.5337  7.0988  -0.21
O  1.1838  2.7445  -3.4859  -0.21
O  -1.5686  -9.6959  -1.8878  -0.21
O  0.0603  -8.2531  0.2413  -0.12
O  -6.0540  10.8951  3.0449  -0.21
O  -3.8296  8.8107  2.7878  -0.13
O  6.2325  -1.2279  -3.9661  0.03
O  0.3277  3.0316  4.5150  -0.12
O  -0.5303  3.0099  -0.8589  -0.20
C  5.0174  -1.7856  -1.6583  -0.02
C  -3.0606  5.0125  4.0793  -0.11
C  8.0848  -6.5255  -5.4026  -0.58
C  -3.2905  11.2993  -0.2329  -0.11
C  -7.3488  10.5508  3.5020  -0.11
C  -3.7594  10.1389  3.3036  -0.17
C  -1.1768  1.2915  7.7753  -0.11
C  5.2402  -4.8986  -3.3837  -0.38
C  -1.2458  -7.6870  0.3217  -0.17
C  1.3172  1.3242  -3.5122  -0.18
C  -5.0333  10.6167  3.9961  -0.19
C  -2.1183  -8.2643  1.4339  -0.19
C  -1.8517  -9.0596  -3.1212  -0.10
C  0.1584  -9.6126  -0.1779  -0.18
C  0.8446  0.7046  -2.2021  -0.17
C  -1.8240  2.6599  -0.4068  -0.11
C  0.1615  3.8898  5.6420  -0.18
C  0.9735  -4.8457  -5.7174  -0.39
C  0.0383  3.1618  6.9783  -0.19
C  -0.7846  2.2177  4.1452  -0.17
C  -4.2366  9.2141  0.3707  -0.19
C  2.2561  3.4118  -4.1210  -0.12
C  -1.9603  2.9844  3.5497  -0.19
C  7.3396  -6.4832  -3.9767  -0.26
C  6.7758  -4.9945  -3.8019  -0.15
C  1.7680  2.2675  -0.5816  -0.17
C  4.7261  -3.4388  -3.9152  -0.25
C  0.9559  -5.3595  -4.2019  -0.27
C  -2.6275  -10.4379  2.2239  -0.12
C  -0.1730  -9.8483  -1.6477  -0.19
C  0.4870  2.7419  0.1003  -0.19
C  -4.7030  8.5895  1.6812  -0.17
B  5.3679  -2.1223  -3.2074  -0.36
H  2.2082  4.4661  -3.8429  0.08
H  -3.0122  -7.6397  1.5533  0.12
H  -2.6891  2.2759  3.1408  0.13
H  -7.6909  11.2763  4.2467  0.09
H  1.2080  -9.8872  -0.0319  0.13
H  2.1616  3.3279  -5.2084  0.09
H  -5.7250  8.8798  1.9235  0.11
H  4.9050  -3.5692  -5.0478  0.14
H  2.0942  2.9668  -1.3496  0.11
H  -1.8361  1.6519  0.0191  0.09
H  5.6960  -0.9884  -4.7557  0.09
H  -0.3787  0.6582  7.3764  0.09
H  -3.9415  4.8978  3.4395  0.09
H  0.1206  3.8891  7.7954  0.12
H  -1.7083  -10.3901  2.8159  0.08
H  -5.3574  9.8588  4.7170  0.12
H  0.4151  -9.1596  -2.2658  0.12
H  -3.4916  -10.1824  2.8458  0.08
H  -2.7415  -11.4592  1.8571  0.09
H  -1.2460  -8.1610  -3.2574  0.07
H  2.3556  1.0255  -3.6988  0.12
H  5.1871  -5.0959  -2.2630  0.13
H  -1.0975  1.5810  4.9722  0.11
H  -1.0901  -6.6278  0.5417  0.13
H  0.6866  3.6797  0.6336  0.13
H  -3.3940  11.2231  -1.3198  0.09
H  7.3725  -4.4889  -2.9604  0.13
H  -0.1810  0.9900  -1.9690  0.11
H  4.0595  -2.3428  -1.4077  0.07
H  -2.3234  10.8999  0.0842  0.09
H  0.6947  0.9555  -4.3342  0.13
H  1.0691  4.4977  5.6808  0.13
H  -3.3302  5.6185  4.9455  0.09
H  -2.1267  0.7789  7.6175  0.09
H  -4.7219  7.5045  1.5373  0.12
H  -1.5989  3.6233  2.7347  0.11
H  -3.3311  12.3517  0.0524  0.09
H  -0.4191  -10.2679  0.4744  0.11
H  0.0925  -10.8761  -1.9203  0.12
H  0.8333  -0.3810  -2.3403  0.13
H  4.8173  -0.6691  -1.5215  0.06
H  2.7458  -5.2475  -1.6017  -0.03
H  -2.4969  2.6726  -1.2654  0.09
H  -4.8678  8.8538  -0.4489  0.13
H  -3.4342  10.8402  2.5374  0.11
H  2.5581  2.2550  0.1738  0.13
H  6.5730  -7.3039  -3.8492  0.11
H  -1.7496  -7.7254  -0.6422  0.12
H  -4.8249  11.5504  4.5327  0.13
H  -2.1725  3.3883  0.3327  0.07
H  7.3705  -6.5301  -6.2807  0.07
H  5.8204  -2.1715  -0.9329  0.07
H  -2.9014  -8.7609  -3.1127  0.09
H  7.0216  -4.4011  -4.7446  0.11
H  -0.6624  4.5843  5.4879  0.11
H  -3.2013  8.9109  0.1740  0.12
H  -7.3653  9.5408  3.9227  0.09
H  -2.9646  10.1179  4.0537  0.13
H  -1.0311  1.4528  8.8481  0.09
H  3.2227  3.0192  -3.7936  0.09
H  0.8516  2.4343  7.0685  0.12
H  -1.6886  -9.7563  -3.9498  0.09
H  -0.4078  1.5437  3.3693  0.12
H  8.1794  -6.6029  -3.2035  0.10
H  -2.2644  5.5314  3.5388  0.09
H  0.1628  1.9856  0.8231  0.11
H  -8.0250  10.5724  2.6462  0.09
H  -1.5548  -8.2593  2.3729  0.12
H  8.7598  -5.6123  -5.5491  0.07

Atoms 1-3, force components in eV/Å:
Br -0.5 0.9 -0.2
Al 2.2 1.5 -1.0
F 0.4 1.9 -0.6

Results
Strongest force on any atom: 3.11 eV/Å
HOMO energy: -5.6 eV
Lowest unoccupied orbital energy: 1.72 eV
Frontier orbital gap: 7.342 eV
Energy relative to the best compared isomer or geometry (same formula, charge and spin): 2.721 eV
Net charge: -1